Molecular formula: C23H25N7O2Ti
Method: DFT, wB97M-V/def2-TZVPD

For the LUMO energy (alpha / beta), the calculation gives 0.021 / 0.001 eV. As for the frontier orbital gap (alpha / beta): 0.24062 / 0.24537 hartree. The multiplicity is 3. As for the energy above the lowest of the compared OMol25 structures with the same formula, charge and spin: 0.0 kcal per mole.

Structure (XYZ):
```
58
Properties=species:S:1:pos:R:3:forces:R:3:mulliken_charge:R:1
Ti -0.290780 -0.393825 0.066757 0.14 0.35 -0.35 0.48
O -4.224297 1.166851 0.047161 0.03 0.00 0.00 -0.77
O 2.312225 2.686594 1.331257 0.00 0.02 -0.05 -0.71
N 0.409910 -2.158363 -1.120303 -0.21 0.10 0.19 -0.04
N 1.461831 -4.228983 -1.510701 -0.03 0.00 0.01 0.19
N 1.290028 -3.371888 0.642436 0.04 -0.04 -0.01 0.58
N -1.895392 0.978086 0.088707 0.10 -0.08 -0.04 -0.18
N -2.145776 -1.648620 0.577613 0.20 0.17 -0.09 0.20
N 2.644852 -0.286617 -0.522299 -0.03 0.02 0.05 -0.20
N 0.704729 1.536992 0.099861 -0.24 -0.28 0.16 0.10
C 3.572291 -1.201390 -0.795176 0.00 -0.03 0.02 -0.35
C 2.800983 -4.782966 -1.356918 0.01 0.00 0.01 -1.22
C -2.477474 3.397110 -0.151559 0.02 -0.03 -0.14 -0.72
C 1.906124 1.734470 0.668843 0.05 -0.01 0.03 0.23
C 0.242707 3.954073 -0.137870 0.00 -0.02 0.01 -0.38
C -1.561488 2.349284 -0.043008 -0.06 -0.02 0.21 -0.11
C -0.675239 4.982479 -0.276783 -0.03 0.01 0.00 -0.66
C -3.164612 0.553586 0.152430 -0.05 -0.01 0.04 0.00
C 1.310261 -4.682022 1.272329 0.01 -0.01 -0.01 -1.35
C 2.912522 0.619138 0.417745 0.04 0.02 -0.08 0.53
C 4.108382 0.624064 1.130791 0.00 0.00 0.02 -0.58
C 1.035349 -3.208297 -0.689892 -0.01 0.00 -0.05 0.02
C 0.959999 -4.265040 -2.870687 -0.01 0.00 0.00 -1.23
C -2.241613 -2.961237 0.804070 0.00 0.00 0.01 0.06
C -4.617851 -2.883396 0.752351 0.03 -0.01 0.00 -0.28
C 5.054817 -0.343793 0.853989 0.00 0.01 0.01 -0.43
C -0.183272 2.634918 -0.002369 -0.01 0.04 -0.02 0.38
C -3.449818 -3.621167 0.903458 -0.03 0.02 0.00 -1.03
C -4.526244 -1.527535 0.504985 0.01 0.00 0.00 -0.62
C 1.191647 -2.274020 1.582769 0.00 0.07 0.06 -0.74
C -2.032073 4.705361 -0.269432 0.01 0.02 -0.01 -0.64
C 4.789643 -1.276110 -0.141574 -0.01 0.00 -0.01 -0.71
C -3.271309 -0.938856 0.420423 0.05 -0.13 0.05 0.66
H 5.511462 -2.036133 -0.410058 0.00 0.00 -0.01 0.44
H -0.111595 -4.074451 -2.881692 0.00 0.00 0.00 0.35
H 1.416371 -1.302636 1.123797 0.01 -0.19 -0.05 -0.14
H 2.775241 -5.873624 -1.391521 0.00 0.00 0.00 0.33
H 1.089228 -5.456492 0.544171 0.01 0.00 -0.01 0.40
H 1.981377 -2.389186 2.328322 -0.08 0.01 0.07 0.38
H 2.279927 -4.888618 1.732265 0.00 0.00 0.00 0.33
H 1.136198 -5.259849 -3.277522 0.00 0.00 0.00 0.35
H 1.298898 4.172063 -0.112880 -0.01 0.00 0.00 0.44
H 3.449495 -4.428653 -2.164716 0.00 0.00 0.00 0.43
H -0.324076 6.001659 -0.378158 0.00 0.01 0.00 0.37
H 0.550885 -4.720657 2.058686 0.00 0.00 0.00 0.45
H 5.993086 -0.367481 1.393500 0.00 0.00 0.00 0.44
H -3.531017 3.176765 -0.159604 0.00 0.00 0.01 0.50
H 1.461212 -3.539231 -3.523666 0.00 0.00 0.00 0.40
H -5.584177 -3.365013 0.825076 0.00 0.00 0.00 0.43
H -3.472923 -4.685066 1.093138 0.00 0.00 0.00 0.43
H 4.256337 1.398738 1.869308 0.01 -0.01 0.00 0.51
H 3.325084 -1.910135 -1.580332 0.00 -0.01 -0.01 0.67
H -5.389106 -0.891567 0.372184 0.00 0.01 0.00 0.48
H 0.468017 -2.056667 -2.125352 0.02 -0.01 0.02 0.13
H -2.755341 5.506207 -0.358102 0.00 0.00 0.00 0.37
H 3.238679 -4.467062 -0.414867 0.00 0.00 0.01 0.38
H -1.306517 -3.500655 0.901985 -0.01 0.00 -0.01 0.32
H 0.228592 -2.256037 2.107531 0.00 0.03 -0.04 0.36
```
Positions in Å, forces in eV/Å.